1.
Molecular formula: C3HBrOS2
Method: DFT, ωB97M-V/def2-TZVPD

As for the relative energy (zero: lowest compared OMol25 entry of this formula, charge and spin): 3.0 kcal/mol. Its max |F| is 1.759 eV Å⁻¹. The SMILES is O=c1scc(Br)s1.

Cartesian coordinates (Å):
1 Br 2.572 -1.375 0.030
2 S 0.984 1.228 0.058
3 S -1.642 -0.067 0.058
4 O -1.294 2.575 -0.001
5 C -0.260 -1.123 0.022
6 C 0.921 -0.521 -0.024
7 C -0.778 1.503 -0.006
8 H -0.503 -2.220 -0.137

***

2.
Molecular formula: C3HCeO3
Method: DFT, ωB97M-V/def2-TZVPD

Its expectation value of S² is 2.001. The net charge is +1. As for the relative energy (zero: lowest compared OMol25 entry of this formula, charge and spin): 0.0 kcal/mol. Its max |F| is 4.534 eV Å⁻¹. As for the spin multiplicity: 3.

Cartesian coordinates (Å):
1 Ce 4.078 0.229 0.328
2 O 0.042 1.087 -0.161
3 O 1.684 -0.452 -0.207
4 O -0.462 -0.992 0.151
5 C 0.498 -0.149 0.001
6 C -1.782 -0.124 0.074
7 C -1.388 1.126 -0.106
8 H -2.669 -0.724 -0.081

***

3.
Molecular formula: C3HCl2NS
Method: DFT, ωB97M-V/def2-TZVPD

As for the relative energy (zero: lowest compared OMol25 entry of this formula, charge and spin): 79.2 kcal/mol. Its max |F| is 1.988 eV Å⁻¹.

Cartesian coordinates (Å):
1 Cl -2.019 -1.311 0.536
2 Cl 0.859 1.623 -0.574
3 S -1.908 1.663 0.612
4 N 0.335 -1.847 -0.647
5 C 0.917 -0.880 -0.412
6 C -2.517 0.215 0.572
7 C 1.631 0.232 -0.039
8 H 2.703 0.305 -0.047

***

> Which of these has the highest max |F|?

C3HCeO3

***

> The lowest max |F| belongs to which entry?

C3HBrOS2